{
  "formula": "C4H12O3",
  "method": "ωB97M-V with the def2-TZVPD basis set",
  "lumo_energy_ev": [3.62, 3.64],
  "orbital_gap_ha": [0.102, 0.333],
  "spin_multiplicity": 2,
  "charge": -1,
  "symbols": ["C", "C", "O", "C", "C", "H", "H", "H", "H", "H", "H", "H", "H", "H", "H", "O", "H", "H", "O"],
  "positions_angstrom": [[2.5432, 2.1207, -1.1965], [0.4291, 0.5598, 1.8198], [-0.4001, -0.3777, 1.0510], [1.6187, 1.1377, 1.0239], [1.5330, 1.2437, -0.3971], [3.4038, 2.1808, -0.5031], [2.1264, 3.0658, -1.4789], [3.0463, 1.7388, -2.1818], [0.8646, -0.0495, 2.7587], [-0.3063, 1.2666, 2.2776], [0.1818, -0.9862, 0.4759], [2.6586, 1.1768, 1.4750], [0.6876, 0.7184, -0.9362], [-2.8257, 0.1539, 0.3727], [-3.0327, -1.3043, -0.0392], [-3.3183, -0.3696, -0.2543], [-2.5463, -3.9631, -0.8290], [-3.2531, -4.3970, -2.1426], [-3.4106, -3.9156, -1.2960]],
  "forces_ev_per_angstrom": [[1.215, -2.433, -0.084], [1.276, -2.346, 1.233], [1.189, 0.081, -0.431], [-0.421, -0.837, -2.989], [-0.107, 0.080, 1.580], [-0.288, 0.758, -0.336], [-0.167, 0.713, 0.243], [-1.317, -0.028, 1.559], [-0.725, 1.353, -1.844], [0.663, -0.145, -0.754], [-0.878, 1.037, 1.277], [-1.459, 0.592, -0.186], [0.901, 1.140, 0.770], [0.560, 0.198, 0.305], [-0.333, 1.428, -0.435], [-0.159, -1.635, 0.036], [-0.487, 0.136, -0.310], [-0.077, 0.558, 0.918], [0.614, -0.651, -0.553]]
}


{
  "formula": "C19H24N6O2",
  "method": "ωB97M-V with the def2-TZVPD basis set",
  "lumo_energy_ev": 0.80,
  "orbital_gap_ha": 0.349,
  "smiles": "CCOC(=O)CNc1nc(C(C)(C)C)nc2c1nnn2Cc1ccccc1",
  "spin_multiplicity": 1,
  "charge": 0,
  "symbols": ["C", "C", "O", "C", "O", "C", "N", "C", "N", "C", "C", "C", "C", "C", "N", "C", "C", "N", "N", "N", "C", "C", "C", "C", "C", "C", "C", "H", "H", "H", "H", "H", "H", "H", "H", "H", "H", "H", "H", "H", "H", "H", "H", "H", "H", "H", "H", "H", "H", "H", "H"],
  "positions_angstrom": [[0.9365, 6.1097, -0.9905], [1.5708, 4.8675, -1.5987], [2.3560, 4.1557, -0.6362], [1.7146, 3.3124, 0.1644], [0.5297, 3.1155, 0.1637], [2.6992, 2.5985, 1.0930], [2.0321, 1.6576, 1.9494], [1.4255, 0.5710, 1.4215], [0.5668, -0.0954, 2.1815], [-0.0211, -1.2078, 1.7338], [-0.9884, -1.8629, 2.6912], [-2.0993, -0.8532, 3.0008], [-1.5881, -3.1253, 2.0765], [-0.2335, -2.2085, 3.9792], [0.1524, -1.7695, 0.5514], [1.0060, -1.1040, -0.2220], [1.7019, 0.0698, 0.1320], [2.4664, 0.4286, -0.9350], [2.2829, -0.4167, -1.8679], [1.4175, -1.3644, -1.4840], [0.9701, -2.4139, -2.3613], [-0.5003, -2.2327, -2.6421], [-0.9167, -1.2684, -3.5507], [-2.2658, -1.0529, -3.7685], [-3.2071, -1.7958, -3.0759], [-2.7957, -2.7532, -2.1644], [-1.4466, -2.9703, -1.9457], [0.4034, 6.6599, -1.7605], [1.7017, 6.7516, -0.5606], [0.2332, 5.8250, -0.2117], [2.2716, 5.1294, -2.3934], [0.7982, 4.1968, -1.9872], [3.2380, 3.3342, 1.6917], [3.4101, 2.0665, 0.4530], [1.5939, 2.0071, 2.7899], [-1.6691, 0.0566, 3.4097], [-2.6439, -0.6015, 2.0933], [-2.7967, -1.2740, 3.7219], [-0.8050, -3.8420, 1.8442], [-2.1114, -2.8821, 1.1560], [-2.2876, -3.5807, 2.7741], [-0.9174, -2.6335, 4.7104], [0.2195, -1.3124, 4.3938], [0.5525, -2.9327, 3.7756], [1.5670, -2.3357, -3.2730], [1.1515, -3.3776, -1.8763], [-0.1797, -0.6835, -4.0826], [-2.5828, -0.3018, -4.4769], [-4.2603, -1.6252, -3.2441], [-3.5279, -3.3302, -1.6187], [-1.1246, -3.7054, -1.2242]],
  "forces_ev_per_angstrom": [[0.207, -0.365, 0.016], [-0.415, 0.233, -0.239], [0.364, 0.061, 0.049], [0.095, -0.175, 0.268], [-0.087, 0.062, -0.049], [-0.071, 0.030, -0.253], [-0.003, 0.145, 0.126], [0.091, -0.201, 0.082], [0.197, 0.444, 0.161], [-0.011, -0.136, -0.203], [-0.179, -0.146, 0.173], [0.149, -0.061, -0.019], [0.094, 0.184, 0.098], [-0.063, 0.092, -0.137], [-0.072, -0.405, -0.313], [0.479, 0.958, 0.592], [-0.865, -1.231, -0.230], [0.345, 0.623, 0.096], [0.436, -0.062, -0.993], [-0.042, 0.198, 0.975], [-0.224, -0.228, -0.234], [-0.042, -0.106, -0.098], [0.025, -0.064, 0.021], [-0.004, 0.091, -0.061], [-0.072, 0.009, 0.015], [-0.086, -0.047, 0.019], [0.052, -0.028, -0.117], [-0.065, 0.089, -0.077], [0.043, 0.099, 0.013], [-0.069, 0.020, 0.034], [-0.086, -0.079, 0.084], [0.176, 0.079, -0.004], [-0.009, -0.064, -0.081], [0.011, 0.238, 0.136], [0.004, -0.092, -0.076], [-0.025, 0.099, 0.060], [-0.110, 0.054, -0.090], [-0.091, -0.052, 0.071], [0.030, -0.130, -0.057], [-0.084, -0.051, -0.117], [-0.078, -0.032, 0.098], [-0.072, -0.066, 0.083], [0.045, 0.045, 0.099], [0.106, -0.104, 0.021], [-0.025, -0.049, 0.160], [0.038, 0.103, -0.107], [0.081, 0.068, -0.063], [-0.025, 0.052, -0.059], [-0.080, 0.009, -0.013], [-0.057, -0.048, 0.045], [0.041, -0.063, 0.099]]
}


{
  "formula": "C3H2N4O2",
  "method": "ωB97M-V with the def2-TZVPD basis set",
  "lumo_energy_ev": -1.89,
  "orbital_gap_ha": 0.301,
  "smiles": "O=c1ncnnc(O)n1",
  "spin_multiplicity": 1,
  "charge": 0,
  "symbols": ["O", "C", "N", "C", "N", "N", "C", "O", "N", "H", "H"],
  "positions_angstrom": [[-2.1456, -1.4563, 0.7962], [-1.3306, -0.9598, 0.0266], [-1.6776, 0.3028, -0.5709], [-0.9828, 1.3561, -0.2925], [0.1756, 1.5425, 0.5673], [1.1548, 0.7341, 0.6685], [0.9426, -0.5905, 0.0309], [2.1394, -1.1605, -0.1861], [-0.0523, -1.3172, -0.3272], [-1.1149, 2.2453, -0.8876], [2.8915, -0.6966, 0.1749]],
  "forces_ev_per_angstrom": [[2.246, -0.018, -1.859], [-2.206, 2.033, 2.210], [1.172, 1.497, 0.126], [0.010, -2.595, -0.635], [1.398, -0.474, -0.022], [-3.617, -0.336, -0.594], [1.366, -0.910, -0.392], [-0.574, -0.408, -0.466], [0.571, 0.033, 1.038], [-0.452, 0.456, 0.314], [0.087, 0.722, 0.280]]
}


{
  "formula": "C14H16O",
  "method": "ωB97M-V with the def2-TZVPD basis set",
  "lumo_energy_ev": 0.79,
  "orbital_gap_ha": 0.332,
  "smiles": "Cc1ccc(O)cc1.Cc1ccccc1",
  "spin_multiplicity": 1,
  "charge": 0,
  "symbols": ["C", "C", "C", "C", "C", "O", "C", "C", "H", "H", "H", "H", "H", "H", "H", "H", "C", "C", "C", "C", "C", "C", "C", "H", "H", "H", "H", "H", "H", "H", "H"],
  "positions_angstrom": [[-0.3596, 2.0045, 2.4847], [-0.8874, 0.6378, 1.9114], [-2.0322, 0.7346, 1.0378], [-2.7375, -0.4073, 0.7670], [-2.2392, -1.6535, 1.2738], [-2.6046, -2.8687, 0.7222], [-1.1144, -1.8218, 2.0785], [-0.4623, -0.5569, 2.4314], [-0.2254, 1.8388, 3.5241], [-1.0844, 2.9168, 2.4351], [0.4429, 2.3278, 1.9557], [-2.3628, 1.6778, 0.6441], [-3.6827, -0.4405, 0.3169], [-3.4450, -2.8645, 0.2627], [-0.7971, -2.8589, 2.4723], [0.3784, -0.7092, 2.9809], [0.6859, -1.4609, -3.1035], [1.1318, -0.3850, -2.2081], [1.3986, -0.5390, -0.7891], [2.0225, 0.5004, -0.0714], [2.4505, 1.6657, -0.6900], [2.1236, 1.8013, -2.0595], [1.5094, 0.8453, -2.7258], [-0.1221, -1.9877, -2.6303], [1.4569, -2.3281, -3.0671], [0.3446, -1.0424, -4.0573], [0.9194, -1.4027, -0.3295], [2.1991, 0.3924, 0.9617], [3.1854, 2.3008, -0.2081], [2.4394, 2.7939, -2.5255], [1.4681, 0.8892, -3.7950]],
  "forces_ev_per_angstrom": [[-3.833, -0.551, -0.032], [-1.306, 2.598, -0.072], [0.928, -1.161, 1.249], [1.573, -1.457, 1.488], [1.130, -1.039, -0.927], [-0.689, -0.111, 0.307], [0.117, 2.057, 0.580], [-2.809, -2.590, -2.163], [0.785, 0.107, 0.911], [0.687, -1.961, -0.175], [2.917, 0.827, -1.149], [-0.002, 0.325, 0.123], [-1.044, 0.189, -1.113], [-0.260, 0.334, -0.067], [-0.479, 2.012, -0.911], [2.333, 0.406, 1.914], [0.555, -1.805, 0.753], [1.674, 0.918, 3.173], [-1.353, 0.702, -1.937], [-0.376, -0.616, -1.094], [-0.110, -0.954, -1.214], [2.493, 4.437, 2.467], [-1.042, -2.546, -2.397], [-0.954, -0.088, 0.076], [-0.845, 1.655, -0.990], [0.505, -0.657, -0.017], [0.587, 0.058, 0.360], [0.198, -0.342, 1.117], [-0.548, 0.372, 0.085], [-0.448, -1.645, 0.263], [-0.384, 0.526, -0.611]]
}


{
  "formula": "C26H29N5O6RuS2Se3Te",
  "method": "ωB97M-V with the def2-TZVPD basis set",
  "lumo_energy_ev": [1.96, 0.60],
  "orbital_gap_ha": [0.199, 0.174],
  "spin_multiplicity": 6,
  "charge": -1,
  "symbols": ["Ru", "Se", "Se", "Te", "Se", "C", "C", "C", "C", "C", "C", "C", "S", "O", "O", "N", "C", "C", "O", "O", "H", "H", "H", "H", "H", "H", "H", "H", "H", "C", "C", "C", "N", "C", "S", "N", "C", "O", "C", "C", "C", "C", "C", "C", "H", "H", "H", "H", "H", "H", "H", "H", "H", "H", "H", "H", "H", "H", "N", "C", "O", "C", "C", "C", "C", "N", "C", "H", "H", "H", "H", "H", "H"],
  "positions_angstrom": [[-0.4399, 0.3133, 2.1235], [-0.3750, -1.5885, 4.0904], [-1.1974, -3.4465, 3.2003], [-0.7996, -3.0558, -0.7994], [0.0126, -1.1954, 0.5760], [3.2246, -5.8425, 2.8646], [3.1924, -4.3680, 2.5764], [3.1711, -3.8976, 1.2682], [3.1336, -2.5371, 1.0071], [3.0850, -1.6380, 2.0592], [3.1193, -2.0881, 3.3693], [3.1893, -3.4463, 3.6204], [2.8713, 0.1030, 1.7244], [3.9861, 0.8100, 2.2994], [2.6823, 0.2377, 0.2947], [1.5150, 0.5541, 2.4962], [1.6735, 1.3694, 3.6922], [0.2309, 1.4216, 4.1947], [-0.0579, 0.8828, 5.2630], [-0.5810, 2.0107, 3.3950], [3.3954, -6.4129, 1.9527], [2.2710, -6.1584, 3.2925], [4.0089, -6.0815, 3.5844], [3.1590, -4.5898, 0.4355], [3.1243, -2.1632, -0.0072], [3.0918, -1.3764, 4.1844], [3.2262, -3.7971, 4.6444], [2.0638, 2.3634, 3.4492], [2.3221, 0.9012, 4.4351], [1.4592, 4.5835, -2.9943], [1.4524, 4.1264, -1.5385], [1.6269, 2.6156, -1.3839], [0.5135, 1.8798, -1.9690], [-0.6335, 1.6832, -1.3114], [-0.9159, 2.2833, 0.2344], [-1.6684, 0.9915, -1.9239], [-1.8143, 0.3415, -3.1444], [-2.7314, -0.4345, -3.2907], [-0.8814, 0.6717, -4.2586], [-0.8313, 1.9611, -4.7800], [-0.0105, 2.2341, -5.8616], [0.7611, 1.2248, -6.4217], [0.6987, -0.0630, -5.9092], [-0.1348, -0.3488, -4.8389], [1.2436, 5.6511, -3.0588], [0.7127, 4.0469, -3.5792], [2.4355, 4.4053, -3.4510], [0.5136, 4.4083, -1.0595], [2.2609, 4.6209, -0.9953], [1.6992, 2.3667, -0.3268], [2.5390, 2.2788, -1.8758], [0.7180, 1.2496, -2.7270], [-2.4444, 0.8217, -1.3002], [-1.4481, 2.7385, -4.3456], [0.0253, 3.2357, -6.2701], [1.4049, 1.4432, -7.2638], [1.2948, -0.8520, -6.3487], [-0.2106, -1.3484, -4.4279], [-4.7768, -1.8172, -0.8203], [-5.4264, -1.0428, 0.0639], [-6.6033, -0.7363, -0.0504], [-4.6211, -0.5143, 1.2199], [-5.2942, 0.0536, 2.2953], [-4.5551, 0.6268, 3.3101], [-3.1756, 0.6544, 3.2126], [-2.5158, 0.1137, 2.1819], [-3.2376, -0.4803, 1.2216], [-5.2662, -2.1032, -1.6506], [-3.8156, -2.1152, -0.7517], [-6.3751, 0.0283, 2.3132], [-5.0316, 1.0622, 4.1765], [-2.5717, 1.1339, 3.9720], [-2.6674, -0.9646, 0.4402]],
  "forces_ev_per_angstrom": [[0.297, 0.920, 0.353], [-0.096, -0.328, 0.341], [-0.221, -0.373, -0.069], [-0.033, 0.254, 0.041], [0.413, -1.866, -1.987], [-0.118, 0.056, 0.032], [0.129, -0.022, -0.098], [0.021, 0.081, 0.064], [-0.044, 0.114, -0.041], [-0.212, 0.198, -0.210], [0.061, 0.065, 0.106], [0.027, 0.066, -0.007], [-0.134, 0.237, -0.294], [0.099, 0.008, 0.319], [0.007, -0.299, 0.188], [0.528, -0.082, -0.625], [0.172, 0.051, 0.125], [0.883, 0.261, 2.076], [-0.012, 0.713, -0.006], [-0.633, -0.081, -0.601], [0.015, -0.042, 0.018], [0.007, -0.043, 0.001], [0.001, -0.036, -0.013], [0.050, -0.076, 0.033], [-0.105, 0.001, -0.022], [-0.055, -0.039, 0.028], [-0.059, -0.012, 0.018], [-0.098, -0.035, 0.086], [-0.125, 0.031, -0.004], [0.081, 0.058, 0.173], [-0.026, -0.156, -0.270], [0.087, 0.416, 0.249], [-0.203, -0.494, 0.141], [-0.039, 0.536, 0.351], [-0.204, 0.320, -0.399], [0.104, -0.167, -0.193], [-0.060, 0.016, 0.319], [-0.009, -0.002, -0.086], [0.015, -0.057, -0.275], [-0.033, -0.062, 0.047], [-0.037, 0.027, -0.049], [-0.004, 0.010, 0.024], [0.036, -0.072, -0.047], [-0.043, 0.060, 0.174], [0.007, 0.001, -0.086], [-0.050, -0.004, -0.021], [-0.002, -0.001, -0.049], [0.037, 0.041, 0.049], [-0.032, -0.033, 0.067], [0.057, -0.138, -0.079], [-0.018, -0.067, -0.011], [0.035, 0.124, -0.141], [-0.007, -0.042, 0.100], [0.064, 0.028, 0.050], [0.004, 0.004, 0.001], [0.015, -0.007, 0.007], [0.005, 0.001, -0.005], [0.039, -0.004, -0.027], [0.130, -0.361, -0.421], [-0.028, 0.184, 0.292], [0.079, -0.114, -0.032], [0.014, 0.130, 0.040], [0.044, -0.044, -0.028], [-0.057, -0.060, -0.037], [0.022, 0.093, 0.242], [-0.848, -0.087, -0.007], [0.004, -0.136, 0.021], [-0.103, 0.078, 0.026], [0.013, 0.137, 0.182], [-0.013, 0.028, -0.049], [0.013, 0.020, 0.003], [0.102, -0.068, -0.053], [0.044, 0.144, -0.047]]
}


{
  "formula": "C5H13NP",
  "method": "ωB97M-V with the def2-TZVPD basis set",
  "lumo_energy_ev": -3.50,
  "orbital_gap_ha": 0.340,
  "spin_multiplicity": 1,
  "charge": 1,
  "symbols": ["C", "C", "C", "C", "C", "N", "P", "H", "H", "H", "H", "H", "H", "H", "H", "H", "H", "H", "H", "H"],
  "positions_angstrom": [[0.9818, 0.5800, -1.2849], [1.2189, -0.9352, 0.6463], [-0.8935, 0.3240, -0.6715], [-1.7105, -0.2679, -1.8103], [-0.7662, -0.0293, 2.3260], [1.6485, 0.3355, 0.0754], [-0.6379, -0.8921, 0.6787], [1.2417, -0.1299, -2.1120], [1.0222, 1.5802, -1.6488], [1.5702, -1.7618, 0.0487], [1.5684, -1.0371, 1.6807], [-1.2069, 1.2946, -0.1393], [-1.0201, -0.5123, -2.6501], [-2.5485, 0.3944, -2.2260], [-2.2491, -1.1478, -1.5056], [-1.7228, -0.0501, 2.7032], [-0.5645, 0.9803, 2.0325], [0.0159, -0.2232, 3.0476], [2.7661, 0.4262, 0.1296], [1.2865, 1.0715, 0.6796]],
  "forces_ev_per_angstrom": [[-3.285, -1.355, 1.370], [-0.797, -0.759, 0.616], [2.941, 1.323, 0.290], [-0.736, 1.437, -1.456], [2.003, 0.869, -2.108], [3.056, 1.299, -1.298], [-0.177, -1.991, 0.976], [-0.116, 0.267, 1.324], [0.461, 0.800, 0.250], [0.303, -0.069, -0.253], [0.182, 0.010, -0.403], [0.338, -1.058, -1.492], [-0.784, 0.005, 0.499], [1.489, -0.489, 0.618], [0.117, -0.563, 0.197], [-2.046, -0.304, 1.032], [-0.127, 1.257, 0.222], [-0.099, -0.750, 0.168], [-2.905, -0.133, -0.598], [0.182, 0.204, 0.047]]
}


Strongest force on any atom readings, ordered: 0.0609; 0.0296; 0.0725; 0.1100; 0.0536; 0.0741 hartree/bohr
Energy above the lowest of the compared OMol25 structures with the same formula, charge and spin readings, ordered: 248.2; 82.7; 158.2; 213.0; 190.4; 179.4 kJ/mol